(1)
This record from the OMol25 dataset describes 2 unconnected molecules or ions with the total composition C12H10I2P at a distorted geometry. The level of theory is the ωB97M-V functional and the def2-TZVPD basis.

E_LUMO in eV: -6.730
E_HOMO in eV: -11.471
Frontier orbital gap in eV: 4.74
Energy relative to the best compared isomer or geometry (same formula, charge and spin) in eV: 0.692
Total charge: +1

Cartesian coordinates (Å):
C (1.43, 4.09, 0.19)
C (-4.02, -2.70, 1.38)
C (1.93, 2.82, -0.04)
C (0.74, 4.73, -0.83)
C (-2.93, -2.52, 2.34)
C (-4.03, -2.11, 0.08)
C (1.94, 2.15, -1.30)
C (0.38, 4.00, -1.97)
C (-1.80, -1.94, 1.86)
C (-2.83, -1.57, -0.39)
C (1.11, 2.88, -1.99)
C (-1.77, -1.39, 0.52)
P (-0.43, -0.29, -0.17)
I (1.40, -0.44, 1.44)
I (-1.61, 1.82, 0.37)
H (1.53, 4.54, 1.18)
H (-4.92, -3.27, 1.83)
H (2.38, 2.29, 0.75)
H (0.29, 5.62, -0.68)
H (-3.05, -2.93, 3.38)
H (-4.91, -2.02, -0.71)
H (2.46, 1.31, -1.49)
H (-0.41, 4.19, -2.65)
H (-0.92, -1.81, 2.47)
H (-2.82, -1.13, -1.38)


(2)
This record from the OMol25 dataset describes 2 unconnected molecules or ions with the total composition C4H4SSe at a distorted geometry. The level of theory is the ωB97M-V functional and the def2-TZVPD basis.

E_LUMO (alpha / beta) in eV: -2.194 / -2.192
E_HOMO (alpha / beta) in eV: -8.276 / -8.277
Frontier orbital gap (alpha / beta) in eV: 6.08 / 6.09
Energy relative to the best compared isomer or geometry (same formula, charge and spin) in eV: 3.121

Cartesian coordinates (Å):
C (-0.32, 0.38, -1.34)
C (-0.13, -0.86, -1.85)
C (1.06, -0.60, 0.32)
C (0.40, 0.53, -0.08)
S (0.86, -1.86, -0.87)
Se (0.41, 2.00, 0.99)
H (-0.82, 1.15, -1.71)
H (-0.32, -1.22, -2.86)
H (1.60, -0.87, 1.22)
H (0.33, 3.96, -0.59)